{"formula": "C25H30N4O4", "method": "ωB97M-V with the def2-TZVPD basis set", "species": ["C", "N", "C", "C", "C", "C", "C", "C", "C", "C", "N", "C", "O", "C", "C", "C", "C", "C", "C", "C", "O", "H", "H", "H", "H", "H", "H", "H", "H", "H", "H", "H", "H", "H", "H", "C", "N", "C", "O", "C", "N", "C", "C", "O", "C", "C", "C", "H", "H", "H", "H", "H", "H", "H", "H", "H", "H", "H", "H", "H", "H", "H", "H"], "coordinates": [[-1.13468, 0.11273, 1.04784], [-2.54929, -0.08085, 0.72503], [-3.32564, 1.00274, 0.12125], [-3.70716, 0.68243, -1.33771], [-2.44426, 0.72015, -2.17709], [-1.96508, 1.94607, -2.66454], [-0.77464, 2.00432, -3.39538], [-0.05450, 0.83455, -3.65481], [-0.52036, -0.39861, -3.18413], [0.21042, -1.59735, -3.46028], [0.82069, -2.56344, -3.68733], [-1.70716, -0.44880, -2.44332], [-4.38394, -0.57430, -1.55734], [-5.13270, -1.11591, -0.54368], [-6.48338, -1.36160, -0.80814], [-7.30750, -1.95859, 0.14979], [-6.77089, -2.33979, 1.38063], [-5.41597, -2.12725, 1.64641], [-4.58814, -1.50828, 0.69434], [-3.17227, -1.29361, 1.00401], [-2.55647, -2.14751, 1.63113], [-0.99360, 0.13608, 2.13327], [-0.75561, 1.04903, 0.62856], [-0.53482, -0.70525, 0.63438], [-2.75614, 1.93684, 0.14830], [-4.23195, 1.18497, 0.70932], [-4.38037, 1.47359, -1.68310], [-2.51653, 2.86269, -2.47524], [-0.41195, 2.95649, -3.77214], [0.86547, 0.87999, -4.23232], [-2.05635, -1.40720, -2.06526], [-6.88671, -1.08552, -1.77686], [-8.35642, -2.13878, -0.06878], [-7.40065, -2.81515, 2.12703], [-4.99568, -2.44606, 2.59831], [6.03941, -0.04425, 3.66668], [5.12933, 0.22716, 2.55652], [3.98772, -0.43141, 2.33441], [3.57467, -1.30056, 3.09671], [3.15100, -0.07067, 1.09766], [2.74997, 1.35393, 1.01233], [3.54322, 2.42013, 0.88984], [2.85116, 3.76331, 0.88357], [4.75981, 2.35944, 0.77340], [3.78525, -0.57111, -0.22297], [4.31893, -2.00574, -0.12523], [2.74951, -0.53821, -1.35512], [6.87863, 0.65147, 3.63927], [6.41548, -1.06611, 3.58844], [5.51053, 0.06187, 4.61618], [5.37057, 0.96365, 1.89973], [2.23344, -0.64619, 1.22134], [1.76576, 1.54208, 1.10167], [2.44930, 3.96293, 1.87558], [2.04865, 3.75772, 0.14781], [3.57812, 4.53246, 0.62406], [4.61942, 0.07308, -0.49885], [5.15513, -2.05205, 0.57209], [3.52970, -2.67752, 0.21491], [4.67560, -2.33676, -1.10089], [3.20297, -0.89120, -2.28212], [1.90769, -1.18478, -1.10518], [2.39325, 0.47852, -1.51397]], "molar_mass_g_mol": 450.539, "multiplicity": 1, "smiles": "CN1C[C@@H](c2cccc(C#N)c2)Oc2ccccc2C1=O.CNC(=O)[C@@H](NC(C)=O)C(C)C", "total_energy_ha": -1490.6759, "de_lowest_ev": 0.953, "homo_lumo_gap_ev": 9.2}

***

{"formula": "C25H30N5RuS5", "method": "ωB97M-V with the def2-TZVPD basis set", "species": ["Ru", "C", "S", "C", "S", "N", "N", "C", "C", "C", "C", "C", "C", "N", "H", "H", "H", "H", "H", "H", "H", "H", "S", "C", "C", "C", "C", "C", "C", "S", "H", "H", "H", "H", "C", "C", "C", "C", "C", "H", "H", "H", "H", "H", "H", "H", "H", "H", "H", "C", "C", "C", "C", "N", "C", "S", "N", "C", "H", "H", "H", "H", "H", "H", "H", "H"], "coordinates": [[-0.21376, -0.76361, -0.27604], [1.11572, -2.18153, 4.73541], [2.08026, -0.86334, 3.98000], [1.25524, -0.60634, 2.42811], [-0.26903, -1.33097, 2.10932], [1.93078, 0.19849, 1.67255], [1.29362, 0.50307, 0.47660], [1.69126, 1.65170, -0.02144], [1.13436, 2.30789, -1.13046], [1.43985, 3.68117, -1.32835], [0.71861, 4.46296, -2.17445], [-0.38435, 3.87777, -2.86456], [-0.58434, 2.54154, -2.73808], [0.20160, 1.73022, -1.98432], [1.64797, -2.44783, 5.65042], [1.06325, -3.04236, 4.07380], [0.10907, -1.84790, 4.97632], [2.46117, 2.18623, 0.52878], [2.23415, 4.09958, -0.72215], [0.94665, 5.51567, -2.28198], [-1.05847, 4.46296, -3.47234], [-1.38489, 2.03359, -3.25626], [-1.79893, -2.17712, -1.07901], [-1.10639, -3.79353, -1.20698], [-1.97234, -4.81598, -1.61176], [-1.55270, -6.12775, -1.73625], [-0.22363, -6.43627, -1.44802], [0.64300, -5.43611, -1.05207], [0.24200, -4.09264, -0.92211], [1.40926, -2.89384, -0.44156], [-3.00282, -4.55143, -1.82327], [-2.24900, -6.89841, -2.04748], [0.13427, -7.45727, -1.53293], [1.67760, -5.67013, -0.82903], [0.71235, -1.61143, -3.68858], [1.13414, -0.22225, -3.20399], [1.15467, 0.70830, -4.42936], [2.56167, -0.27282, -2.65414], [0.08115, 0.26578, -2.15685], [1.35909, -1.92505, -4.51573], [-0.32198, -1.60160, -4.04199], [0.80132, -2.34430, -2.89038], [1.84718, 0.30702, -5.17559], [1.48374, 1.71785, -4.17513], [0.16666, 0.77985, -4.89522], [3.23617, -0.67497, -3.41799], [2.62638, -0.91070, -1.77613], [2.91250, 0.72937, -2.39369], [-0.89403, 0.13120, -2.62920], [0.77426, 3.01775, 3.60504], [-0.62473, 2.57416, 3.36766], [-1.63703, 2.49534, 4.29211], [-2.90638, 2.08630, 3.89525], [-3.16486, 1.65978, 2.59677], [-2.20990, 1.73950, 1.71710], [-2.35234, 1.21013, 0.07040], [-0.97898, 2.30221, 2.04507], [-4.05127, 1.95489, 4.84713], [0.93516, 3.20642, 4.66739], [0.99881, 3.94270, 3.05227], [1.49828, 2.26482, 3.27817], [-1.43212, 2.74238, 5.32863], [-0.25740, 2.16310, 1.35486], [-3.78160, 2.31327, 5.84415], [-4.37711, 0.91069, 4.93140], [-4.92289, 2.52182, 4.50014]], "molar_mass_g_mol": 661.955, "multiplicity": 6, "s_squared": 8.8261, "total_energy_ha": -3330.2583, "charge": -2, "de_lowest_ev": 0.476, "homo_lumo_gap_ev": [3.9, 5.8]}

***

{"formula": "C25H30N6O4", "method": "ωB97M-V with the def2-TZVPD basis set", "species": ["C", "O", "C", "C", "C", "C", "C", "C", "C", "O", "N", "C", "C", "O", "N", "C", "C", "O", "C", "C", "H", "H", "H", "H", "H", "H", "H", "H", "H", "H", "H", "H", "H", "H", "C", "N", "C", "C", "N", "C", "C", "N", "C", "C", "C", "N", "C", "C", "C", "H", "H", "H", "H", "H", "H", "H", "H", "H", "H", "H", "H", "H", "H", "H", "H"], "coordinates": [[-5.73509, 1.83669, 2.49964], [-5.37459, 0.71004, 3.25887], [-4.05546, 0.29563, 3.09592], [-3.60607, -0.74833, 3.91615], [-2.31972, -1.20963, 3.84397], [-1.40200, -0.63530, 2.95628], [-0.00205, -1.04983, 2.95121], [1.07410, -0.23506, 3.07617], [2.40532, -0.82267, 2.95874], [2.56090, -2.02735, 2.86469], [3.50346, 0.04003, 2.95313], [4.81980, -0.52226, 2.82584], [3.39212, 1.42832, 3.05246], [4.36880, 2.14782, 2.95348], [2.12677, 1.96782, 3.28364], [2.00272, 3.39270, 3.43373], [0.96676, 1.19508, 3.37283], [-0.08198, 1.72380, 3.68983], [-1.86131, 0.38195, 2.10900], [-3.14830, 0.84081, 2.17634], [-6.76439, 2.10363, 2.74029], [-5.08279, 2.67234, 2.75699], [-5.67087, 1.60119, 1.43673], [-4.30421, -1.16833, 4.61897], [-1.98660, -1.99227, 4.50359], [0.21110, -2.10167, 2.84392], [5.56413, 0.27010, 2.89799], [4.97817, -1.24668, 3.62111], [4.90483, -1.01881, 1.86270], [0.94933, 3.66538, 3.43257], [2.45648, 3.70740, 4.36975], [2.50699, 3.88353, 2.60568], [-1.17427, 0.81736, 1.40491], [-3.46347, 1.63019, 1.51713], [-0.86718, -4.28479, -2.69754], [-0.36679, -3.04910, -3.28220], [-0.66786, -2.86580, -4.71152], [0.22836, -1.81749, -5.34748], [0.27396, -0.60666, -4.51989], [0.36592, 0.70922, -5.16248], [1.20526, 1.65988, -4.32573], [0.81887, 1.63081, -2.90581], [1.24758, 2.77467, -2.11470], [0.47132, 0.40040, -2.30026], [0.40129, 0.22831, -0.91873], [0.14811, -0.91136, -0.30047], [-0.04420, -1.95371, -1.09004], [-0.04096, -1.92535, -2.48463], [0.23445, -0.70972, -3.11070], [-0.32708, -4.53527, -1.78786], [-1.92632, -4.17392, -2.47454], [-0.73445, -5.10334, -3.40074], [-0.56917, -3.82987, -5.21803], [-1.71665, -2.56535, -4.78946], [1.24985, -2.19307, -5.45598], [-0.12201, -1.55119, -6.34825], [0.78932, 0.58382, -6.16259], [-0.64906, 1.09544, -5.29278], [2.26139, 1.38144, -4.38209], [1.12052, 2.68653, -4.69216], [0.63259, 2.88640, -1.22499], [2.28739, 2.64059, -1.82415], [1.15398, 3.68469, -2.70201], [0.58051, 1.07050, -0.27360], [-0.19750, -2.89030, -0.58290]], "molar_mass_g_mol": 478.553, "multiplicity": 1, "smiles": "COc1ccc(C=C2C(=O)N(C)C(=O)N(C)C2=O)cc1.CN1CCN2CCN(C)c3cncc1c32", "total_energy_ha": -1600.1608, "de_lowest_ev": 1.902, "homo_lumo_gap_ev": 7.0}